{
  "formula": "C60H52AsIrN4O2P2",
  "method": "ωB97M-V/def2-TZVPD",
  "gap_ev": [5.193, 5.171],
  "charge": 3,
  "total_energy_ev": -155309.524,
  "multiplicity": 6,
  "s_squared": 8.81,
  "species": ["Ir", "As", "P", "P", "O", "O", "N", "N", "N", "N", "C", "C", "C", "C", "C", "C", "C", "C", "C", "C", "C", "C", "C", "C", "C", "C", "C", "C", "C", "C", "C", "C", "C", "C", "C", "C", "C", "C", "C", "C", "C", "C", "C", "C", "C", "C", "C", "C", "C", "C", "C", "C", "C", "C", "C", "C", "C", "C", "C", "C", "C", "C", "C", "C", "C", "C", "C", "C", "C", "C", "H", "H", "H", "H", "H", "H", "H", "H", "H", "H", "H", "H", "H", "H", "H", "H", "H", "H", "H", "H", "H", "H", "H", "H", "H", "H", "H", "H", "H", "H", "H", "H", "H", "H", "H", "H", "H", "H", "H", "H", "H", "H", "H", "H", "H", "H", "H", "H", "H", "H", "H", "H"],
  "xyz": [[0.0000, 0.0000, 0.0000], [-0.1416, 2.1604, 1.4038], [0.9304, -2.1144, -0.7240], [-1.9719, -1.1201, -0.8556], [-0.9734, 1.2697, -1.1865], [-0.8822, -2.8888, -3.1158], [3.8810, 0.0362, 1.3803], [1.6822, -0.1787, 1.1636], [3.6480, 1.0353, -1.6142], [1.4932, 0.6316, -1.2652], [0.2083, -3.9981, 1.2884], [1.9804, -4.6098, -1.5327], [2.6639, -1.5413, -0.8004], [-3.1886, 3.7389, 3.9553], [3.0179, 2.9648, 4.1492], [-3.7237, 2.6015, -3.0066], [-4.2212, 3.1514, 1.8483], [-2.0220, 0.9077, -2.7460], [2.2040, 2.9702, 3.0116], [5.2920, -0.5407, -1.0312], [1.2319, -5.8895, -3.4313], [-3.4286, -1.0845, 3.5541], [0.9929, -1.8627, 2.0644], [0.0117, -4.4052, 2.6121], [0.5455, 4.0577, -0.6888], [0.0812, -3.8376, -2.8114], [-1.8408, 2.7830, 2.1713], [2.6907, 0.6105, -0.7455], [1.0269, 2.2053, 2.9823], [-3.4764, -2.2659, 2.8218], [2.7934, 0.1704, 0.5737], [0.2610, 5.0831, 1.4876], [0.5403, 6.3359, 0.9338], [-1.9508, 3.3008, 3.4740], [-3.0525, -2.2847, 1.4890], [0.2646, 3.9352, 0.6775], [-2.5246, 0.0531, 1.6246], [2.6666, 2.1922, 5.2595], [4.3010, -0.1080, -1.9073], [-4.4227, 2.0542, -1.9338], [0.7944, -2.2665, 3.3877], [0.6909, 1.4197, 4.0948], [0.2452, -4.9348, -3.6709], [0.7277, -2.7291, 0.9882], [2.0641, -0.5622, 2.4248], [1.5045, 1.4178, 5.2313], [1.6775, 1.0955, -2.5437], [-2.5249, 2.0258, -3.4162], [-4.2657, -4.3589, -3.2725], [-4.3234, 3.6632, 3.1441], [-3.9220, 0.9309, -1.2684], [3.6795, -1.9665, 0.0697], [2.0906, -5.7349, -2.3522], [-2.1921, -3.1915, -2.7629], [-2.6010, -1.1189, 0.8512], [3.0092, 1.3536, -2.7845], [0.9920, -3.6282, -1.7530], [0.8194, 6.4512, -0.4306], [-4.2245, -2.6704, -1.5557], [-2.9439, 0.0753, 2.9582], [0.8212, 5.3126, -1.2418], [-2.7085, 0.3453, -1.6557], [2.9992, -0.6047, -1.7931], [4.9821, -1.4710, -0.0436], [-2.9143, -4.1236, -3.5238], [0.3092, -3.5411, 3.6612], [-2.8517, -2.4323, -1.7692], [-4.9207, -3.6341, -2.2867], [3.4269, -0.4375, 2.5838], [-2.9844, 2.7154, 1.3638], [4.0857, -0.6371, 3.4165], [-1.9794, 2.4419, -4.2590], [4.6385, 1.1043, -1.4358], [0.1435, -3.8522, 4.6887], [-3.8237, -3.1833, 3.2897], [1.2341, 0.8153, 6.0889], [0.8410, 1.2179, -3.2197], [4.5371, 0.6176, -2.6810], [-4.5005, 0.5211, -0.4442], [6.3039, -0.1547, -1.1181], [0.5385, 7.2170, 1.5624], [1.3364, -0.9068, 3.1484], [1.3383, -6.7425, -4.0961], [2.2431, -0.2487, -2.4908], [1.0349, 5.4029, -2.2991], [-0.3930, -5.3924, 2.8185], [-0.0782, -4.6872, 0.4980], [3.9231, 3.5578, 4.1687], [3.2976, 2.1891, 6.1387], [-2.4504, -4.6524, -4.3471], [-5.0997, 3.0942, 1.2186], [-2.9153, 2.3231, 0.3573], [-0.7842, -0.6003, 1.4135], [5.7521, -1.8139, 0.6425], [-5.3620, 2.4976, -1.6142], [-4.7792, -2.0888, -0.8224], [0.0464, 5.0103, 2.5443], [3.4775, -2.6953, 0.8508], [-1.9528, 1.3797, -1.2830], [-3.7474, -1.0724, 4.5925], [1.3463, -0.8495, 1.8802], [2.6892, -4.5081, -0.7145], [-2.1221, 0.9698, 1.1961], [-1.0908, 3.3823, 4.1198], [-0.5865, 1.9326, -1.8122], [2.4985, 3.5666, 2.1598], [0.5449, 3.1817, -1.3244], [-3.0583, -3.2375, 0.9650], [3.5357, 1.7217, -3.6533], [2.8658, -6.4719, -2.1592], [1.0038, -1.5763, 4.2003], [-0.2070, 0.8150, 4.0809], [-3.2673, 4.1404, 4.9574], [-4.8113, -5.0862, -3.8679], [-5.2804, 4.0029, 3.5183], [1.0328, 7.4220, -0.8590], [-0.3753, -5.0442, -4.5530], [-1.0854, 0.4710, -3.0893], [-5.9796, -3.7947, -2.1016], [4.8391, 0.2440, 1.1427], [-2.8772, 0.9961, 3.5308], [-4.1158, 3.4717, -3.5260]],
  "atomic_forces_ev_per_a": [[0.5, -2.2, 2.9], [0.2, 2.5, 1.7], [1.6, -1.3, 0.2], [-1.9, 0.4, 0.4], [4.7, 6.4, 1.5], [0.1, 0.3, 0.7], [-0.8, 2.5, 2.3], [4.8, 10.4, -7.0], [-1.2, 11.3, 4.7], [-3.5, 5.5, -2.1], [0.0, 0.4, 0.1], [0.0, -0.2, -0.2], [1.4, -5.5, -1.8], [-0.1, -0.1, -0.5], [-0.3, -0.4, 0.0], [-0.5, 0.0, 0.5], [0.6, 0.0, 0.1], [-2.6, -1.0, -5.2], [-0.1, -0.4, 0.3], [2.7, -1.8, 2.7], [-0.2, 0.3, 0.0], [0.0, -0.5, 0.0], [-3.2, -11.8, 2.6], [0.0, 0.4, 0.1], [0.0, 0.7, 0.4], [0.8, -0.4, -0.4], [-0.4, 0.3, 0.6], [-2.1, 3.8, 5.3], [0.1, -0.1, 0.1], [0.2, 0.2, 0.2], [1.5, 3.0, 1.1], [0.1, 0.0, -0.5], [0.0, -0.5, -0.2], [-0.3, 0.0, -0.5], [0.0, 0.2, -0.4], [0.4, 0.0, -0.7], [-1.3, -0.2, 0.4], [-0.2, 0.0, -0.4], [3.6, -7.4, -5.6], [0.1, 0.3, -0.4], [-1.6, -2.9, -0.3], [0.5, 0.4, 0.1], [0.1, 0.0, 0.3], [0.6, -1.0, -0.1], [10.2, 3.8, 9.4], [0.0, 0.1, -0.4], [-1.3, 4.1, -0.5], [0.4, -0.7, 0.0], [0.4, 0.2, 0.1], [0.4, -0.2, -0.1], [0.0, -0.4, -0.5], [-0.4, -2.0, -1.0], [0.1, 0.4, 0.4], [-1.1, 0.0, -0.3], [-2.0, -1.1, 0.9], [-4.3, 5.3, -2.6], [-0.6, -0.5, -0.4], [-0.1, -0.5, 0.0], [0.0, -0.1, -0.1], [0.2, -0.1, -0.7], [-0.1, 0.1, 0.4], [-5.5, -3.0, -1.7], [-0.9, -13.8, -1.3], [0.9, -0.3, -2.1], [-0.1, 0.1, 0.2], [-0.3, -0.1, 0.2], [0.5, -1.0, -0.4], [0.2, 0.4, 0.2], [1.2, 0.0, -0.5], [-0.2, 1.2, 0.6], [-0.3, 0.0, 0.0], [-0.1, -0.1, 0.1], [1.3, 5.1, 2.9], [0.1, 0.0, -0.1], [0.0, 0.1, -0.1], [0.0, 0.0, 0.0], [0.3, -0.1, -0.1], [4.0, -4.6, -4.6], [0.3, 0.0, 0.0], [0.0, -0.2, -0.1], [0.0, 0.0, 0.0], [1.3, 4.9, 2.6], [0.0, 0.2, 0.1], [2.3, -4.3, -0.6], [0.0, 0.0, 0.0], [0.1, 0.1, 0.0], [0.2, 0.2, -0.1], [0.0, 0.0, 0.0], [0.0, 0.0, 0.0], [0.1, 0.1, 0.2], [0.0, 0.0, 0.0], [-0.2, 0.4, 0.1], [1.5, 1.1, -2.3], [0.0, 0.0, -0.1], [0.2, -0.1, -0.1], [0.2, -0.1, 0.0], [0.0, 0.0, 0.0], [-0.1, 0.1, -0.1], [0.4, 1.8, 1.9], [0.0, 0.0, -0.2], [-11.2, -6.3, -4.6], [-0.1, 0.1, -0.1], [-0.8, -1.6, 0.3], [0.1, -0.1, 0.0], [0.1, -0.1, 1.1], [-0.1, 0.1, -0.1], [0.2, 0.2, 0.0], [-0.1, 0.2, -0.1], [-0.1, 0.1, 0.1], [-0.1, 0.2, 0.0], [-0.2, -0.4, 0.6], [-0.2, 0.0, 0.0], [0.0, 0.0, 0.0], [0.1, 0.1, 0.1], [0.0, 0.0, 0.0], [0.0, 0.0, 0.0], [0.0, 0.1, 0.2], [-0.6, -0.3, -0.3], [0.2, 0.1, 0.0], [-0.3, 0.1, 0.1], [-0.1, -0.2, -0.1], [0.1, -0.1, 0.1]]
}



{
  "formula": "C60H56B2ClN4O6P2SSc",
  "method": "ωB97M-V/def2-TZVPD",
  "gap_ev": 7.990,
  "total_energy_ev": -145368.792,
  "e_above_lowest_ev": 0.000,
  "species": ["Sc", "Cl", "S", "P", "P", "O", "O", "O", "O", "O", "O", "N", "N", "N", "N", "C", "C", "C", "C", "C", "C", "C", "C", "C", "C", "C", "C", "C", "C", "C", "C", "C", "C", "C", "C", "C", "C", "C", "C", "C", "C", "C", "C", "C", "C", "C", "C", "C", "C", "C", "C", "C", "C", "C", "C", "C", "C", "C", "C", "C", "C", "C", "C", "C", "C", "C", "C", "C", "C", "C", "C", "C", "C", "C", "C", "B", "B", "H", "H", "H", "H", "H", "H", "H", "H", "H", "H", "H", "H", "H", "H", "H", "H", "H", "H", "H", "H", "H", "H", "H", "H", "H", "H", "H", "H", "H", "H", "H", "H", "H", "H", "H", "H", "H", "H", "H", "H", "H", "H", "H", "H", "H", "H", "H", "H", "H", "H", "H", "H", "H", "H", "H", "H"],
  "xyz": [[-0.7060, -0.1611, 0.0457], [-3.0835, -0.3255, -1.7399], [-0.1043, -0.3495, -2.9259], [-2.5266, 2.7220, -0.8914], [2.1440, -0.7438, -0.7772], [-1.9141, -3.3119, -0.5159], [0.1879, -3.2076, 0.3552], [-0.3046, -1.6894, -2.4095], [-0.9438, 0.0728, -4.0106], [-0.1705, 2.2843, 0.7472], [-0.1442, 0.6145, -1.7673], [-2.3888, 0.0037, 1.5872], [0.5806, 0.0382, 2.1151], [-2.2812, -0.5094, 2.8307], [0.2180, -0.7116, 3.1743], [2.8612, 3.1316, 0.1055], [4.2754, -3.3307, 1.5867], [4.1280, -0.8496, -4.3984], [-3.0789, 3.9696, 0.3482], [1.1856, -8.9246, -0.8358], [1.0444, 4.2168, 1.5273], [0.0467, -6.8854, 0.0724], [-2.5822, 5.1276, -2.4694], [-0.1206, -4.5090, 0.0995], [2.5847, 5.6333, 0.2353], [-2.1848, 5.9015, -3.5475], [-2.0320, 3.8605, -2.2667], [-4.3489, 0.8550, -1.9608], [2.5596, -0.7235, -2.5750], [4.9179, 1.9888, 0.6335], [2.1628, 0.1924, 3.7061], [-5.5599, 0.4141, -2.4733], [3.1511, -2.1442, -0.1851], [-2.2509, 5.0628, 0.6039], [-4.3072, 0.3723, 2.6918], [2.4039, 1.9584, -0.4736], [-0.6183, 2.9119, 2.9816], [3.6739, -2.1774, 1.1059], [4.4082, 0.7959, 0.1404], [3.1698, -3.3097, -0.9533], [-1.9334, -5.7750, -0.8424], [1.9123, 4.4847, 2.7322], [-0.6769, 4.1748, -4.2457], [-3.4109, -0.2946, 3.5090], [1.8412, -0.2840, -4.8542], [4.1397, 3.1369, 0.6588], [-0.2286, -9.0893, 1.2270], [2.8130, 5.4621, 2.6472], [-5.2199, 3.0737, -1.7868], [1.5763, -0.3827, -3.4989], [-1.2312, 5.4289, -4.4386], [3.7720, -4.4592, -0.4711], [-6.4355, 2.6400, -2.2858], [0.0899, 3.0441, 1.6608], [-1.3905, -4.5676, -0.4608], [-6.6051, 1.3060, -2.6262], [-1.0759, 3.3968, -3.1671], [3.8497, -0.9541, -3.0449], [-4.2004, 3.7912, 1.1575], [-4.1547, 2.1926, -1.6061], [1.7543, 0.5980, 2.4399], [-2.5362, 5.9567, 1.6243], [1.1465, -0.6463, 4.1319], [4.3413, -4.4675, 0.7948], [0.7448, -8.1958, 0.4410], [1.8828, 4.2962, 0.2258], [3.1314, -0.5105, -5.3046], [1.9748, -7.9625, 1.3229], [-1.1917, -6.9213, -0.5747], [3.1236, 0.7682, -0.3884], [-3.6546, 5.7655, 2.4215], [0.6020, -5.6457, 0.3937], [-4.4831, 4.6784, 2.1851], [-3.6171, 0.5241, 1.4966], [3.0094, 6.1707, 1.3811], [-0.9435, -2.4284, -0.0061], [-1.1390, -1.4439, 3.3190], [1.7597, 3.9257, 3.6465], [-0.6048, -8.5582, 2.1029], [4.6860, -3.3454, 2.5885], [-5.3503, 4.5138, 2.8122], [-1.8825, 6.8029, 1.8012], [-0.8320, 3.8828, 3.4279], [1.6658, -9.8744, -0.5874], [5.0004, -0.1087, 0.1929], [2.7594, -7.4297, 0.7812], [1.0287, -0.0484, -5.5289], [-3.8818, 6.4629, 3.2174], [-1.0816, -9.3869, 0.6182], [3.0601, 0.4765, 4.2280], [-7.5564, 0.9565, -3.0046], [3.6003, -1.3042, 1.7422], [5.1339, -1.0404, -4.7505], [2.2437, 1.3007, 1.7896], [-2.9008, -5.8317, -1.3236], [-2.6240, 6.8808, -3.6926], [4.8141, -5.3656, 1.1720], [-0.9243, 6.0386, -5.2789], [-1.1486, -2.4541, 2.6663], [2.3810, -8.9223, 1.6465], [1.4250, 1.9428, -0.9237], [-5.3096, 0.6878, 2.9220], [-3.9674, 0.9579, 0.5787], [-4.8720, 2.9639, 0.9765], [0.2775, -9.9974, 1.5629], [2.7828, 6.1062, -0.7192], [3.4321, 5.7356, 3.4925], [0.0671, 3.7937, -4.9339], [3.3570, -0.4432, -6.3604], [-5.6749, -0.6284, -2.7387], [-1.3906, 5.2293, -0.0329], [1.8956, -8.3141, -1.3973], [0.3635, 5.0824, 1.4909], [-7.2501, 3.3429, -2.4024], [-5.0968, 4.1136, -1.5182], [1.0334, -1.1916, 5.0532], [-3.5189, -0.6340, 4.5247], [-1.6085, -7.8750, -0.8729], [1.5671, -5.5492, 0.8697], [0.3316, -9.1311, -1.4820], [-0.6542, 2.4166, -3.0289], [-3.3149, 5.5272, -1.7817], [4.5326, 4.0334, 1.1157], [-1.3217, -1.6374, 4.4891], [4.6339, -1.2245, -2.3491], [1.1947, 4.2395, -0.6217], [3.5454, 7.1117, 1.3925], [1.7117, -7.3882, 2.2127], [0.0061, 2.3316, 3.6673], [2.6944, -3.3125, -1.9268], [5.9220, 2.0147, 1.0385], [3.7749, -5.3575, -1.0758], [-1.5438, 2.3564, 2.8274]],
  "atomic_forces_ev_per_a": [[0.3, 1.1, 1.5], [-0.4, -0.4, -0.1], [0.1, -0.5, -1.0], [-0.6, 0.5, -0.6], [0.9, 0.0, 0.1], [-0.3, 0.3, 0.0], [0.1, 0.2, 0.2], [-0.3, 0.1, 0.1], [0.2, 0.2, 0.0], [0.4, 0.2, -0.2], [0.0, 0.5, -0.7], [0.0, -0.2, -0.2], [-0.1, -0.4, -0.2], [-0.1, 0.1, 0.2], [0.1, 0.0, 0.3], [0.0, 0.0, -0.1], [0.0, 0.0, 0.0], [0.1, 0.0, -0.1], [0.1, -0.2, 0.1], [0.0, 0.0, 0.1], [0.2, -0.1, -0.4], [0.0, 0.0, 0.0], [0.0, 0.0, -0.1], [-0.4, -0.2, -0.1], [0.0, 0.0, 0.0], [-0.1, 0.1, 0.0], [0.2, -0.1, 0.1], [0.0, 0.5, 0.2], [-0.2, 0.0, -0.1], [0.1, 0.0, 0.0], [0.0, 0.0, -0.1], [0.1, -0.3, 0.0], [-0.3, -0.1, 0.0], [0.0, 0.0, 0.0], [0.0, 0.0, 0.0], [0.1, -0.1, -0.1], [-0.1, -0.2, -0.1], [0.0, 0.1, 0.0], [0.0, -0.1, 0.0], [0.1, 0.1, 0.0], [-0.1, 0.1, -0.1], [-0.1, 0.0, 0.1], [0.0, 0.0, 0.0], [-0.1, 0.1, 0.0], [-0.1, 0.1, 0.0], [0.0, 0.0, 0.0], [0.1, 0.1, 0.0], [0.0, 0.0, 0.0], [-0.1, -0.1, -0.1], [-0.1, -0.1, 0.2], [0.1, 0.0, 0.0], [0.0, 0.0, 0.0], [0.0, 0.1, 0.0], [-0.3, 0.1, 0.4], [0.4, -0.2, 0.2], [0.0, 0.0, 0.0], [0.0, 0.1, 0.0], [-0.1, 0.1, 0.0], [0.0, 0.0, -0.1], [0.2, -0.2, 0.2], [0.0, 0.1, 0.1], [0.1, 0.0, 0.0], [0.1, 0.1, 0.0], [0.0, 0.0, 0.0], [0.0, -0.1, 0.0], [0.0, -0.1, 0.2], [0.0, 0.0, 0.0], [-0.1, 0.0, -0.1], [0.0, 0.0, 0.0], [-0.1, -0.1, 0.2], [0.0, 0.0, 0.0], [0.1, 0.2, 0.0], [0.0, 0.0, 0.1], [0.0, 0.0, 0.1], [0.0, 0.1, -0.1], [0.2, -1.0, 0.0], [0.0, -0.2, -0.3], [0.0, 0.0, 0.0], [0.0, 0.0, 0.0], [0.0, 0.0, 0.0], [0.0, 0.0, 0.0], [0.0, 0.0, 0.0], [0.1, 0.0, 0.0], [0.0, 0.0, 0.0], [0.0, 0.0, 0.0], [0.0, 0.0, 0.0], [0.0, 0.0, 0.0], [0.0, 0.0, 0.0], [0.0, 0.0, 0.0], [0.0, 0.0, 0.0], [0.0, 0.0, 0.0], [0.0, 0.0, 0.0], [0.0, 0.0, 0.0], [0.0, -0.1, 0.0], [0.0, 0.0, 0.0], [0.0, 0.0, 0.0], [0.0, 0.0, 0.0], [0.0, 0.0, 0.0], [0.0, 0.0, 0.0], [0.0, 0.0, 0.0], [-0.1, 0.1, 0.0], [0.0, 0.0, 0.0], [0.0, 0.0, 0.0], [0.0, 0.0, 0.0], [0.0, 0.0, 0.0], [0.0, 0.0, 0.0], [0.0, -0.1, 0.0], [0.0, 0.0, 0.0], [0.0, 0.0, 0.0], [0.0, 0.0, 0.0], [0.1, 0.0, 0.0], [0.0, 0.0, 0.0], [-0.1, 0.0, -0.1], [0.0, 0.0, 0.0], [0.0, 0.0, 0.0], [-0.1, 0.0, 0.0], [0.1, -0.1, 0.0], [0.0, 0.0, 0.0], [0.0, 0.0, 0.0], [0.0, 0.0, 0.0], [0.1, -0.1, 0.0], [0.0, 0.0, 0.0], [0.0, 0.0, 0.0], [0.0, -0.1, 0.1], [0.0, 0.0, 0.0], [0.0, 0.0, 0.0], [0.0, 0.0, -0.1], [0.1, 0.0, 0.0], [0.0, 0.0, 0.0], [0.0, -0.1, 0.0], [0.0, 0.0, 0.0], [0.0, 0.0, 0.0], [0.0, 0.0, 0.0]]
}